Record 1
Computed, not measured: a structure of composition C7H14, with wB97M-V/def2-TZVPD.

As for the HOMO-LUMO gap (alpha / beta): 7.22 / 7.17 eV. The energy above the lowest of the compared OMol25 structures with the same formula, charge and spin is 155.1 kcal per mole. The calculation puts the HOMO energy (alpha / beta) at -7.51 / -7.42 eV. As for the multiplicity: 1. Its LUMO energy (alpha / beta) is -0.3 / -0.2 eV.

Each line ends with the Mulliken charge.
Cartesian coordinates (Å):
1 C 1.188 -0.748 -1.049  -1.481
2 C 1.011 0.466 -0.142  1.295
3 C 2.314 1.317 -0.310  -1.376
4 C -0.179 1.247 -0.188  -1.176
5 C -1.686 -0.101 0.959  0.250
6 C -2.810 -0.524 0.311  -0.640
7 C -0.804 -1.304 1.112  -1.116
8 H 1.341 -0.484 -2.099  0.442
9 H 2.068 -1.302 -0.694  0.329
10 H 0.335 -1.411 -0.963  0.315
11 H 0.680 -0.335 0.921  0.161
12 H 3.255 0.845 -0.005  0.338
13 H 2.406 1.441 -1.404  0.336
14 H 2.297 2.344 0.076  0.375
15 H -0.111 2.235 0.277  0.243
16 H -0.914 1.161 -0.972  0.352
17 H -1.827 0.494 1.860  0.289
18 H -3.832 -0.315 0.636  0.270
19 H -2.737 -1.141 -0.586  0.266
20 H -0.863 -2.004 0.267  0.217
21 H -1.133 -1.880 1.993  0.310


Record 2
Computed, not measured: a structure of composition C52H52AsO13P2RbS in a non-equilibrium geometry, with wB97M-V/def2-TZVPD.

As for the HOMO-LUMO gap: 5.58 eV. The energy above the lowest of the compared OMol25 structures with the same formula, charge and spin is 111.1 kcal per mole. The calculation puts the HOMO energy at -1.92 eV. As for the multiplicity: 1. The charge is -2. Its LUMO energy is 3.7 eV.

Each line ends with the Mulliken charge.
Cartesian coordinates (Å):
1 Rb 1.333 0.283 -0.593  1.330
2 O 5.099 0.614 0.342  -0.959
3 C 4.156 1.328 -0.104  0.186
4 O 3.156 1.736 0.516  -0.330
5 C 4.248 1.723 -1.602  -0.606
6 O 2.979 1.700 -2.221  0.441
7 C 3.003 2.235 -3.528  -0.497
8 C 1.624 2.275 -4.209  0.272
9 O 1.525 3.057 -5.184  -0.901
10 O 0.513 2.065 -3.220  -0.175
11 H 4.552 -0.992 0.463  0.397
12 H 4.945 1.039 -2.101  0.216
13 H 4.674 2.736 -1.646  0.520
14 H 3.681 1.659 -4.173  0.273
15 H 3.372 3.266 -3.487  0.270
16 O 1.709 -1.553 -2.448  -1.223
17 S 0.137 -1.697 -2.585  1.548
18 O -0.147 -2.826 -3.501  -0.753
19 O 0.959 1.011 -4.172  -0.315
20 O -0.133 -2.234 -1.112  -0.654
21 C -5.347 1.753 4.627  -1.776
22 C -4.474 2.579 3.663  1.686
23 C -4.926 4.051 3.701  -1.763
24 C -3.023 2.504 4.094  0.928
25 C -2.659 2.917 5.376  -0.448
26 C -1.341 2.921 5.782  -1.647
27 C -0.349 2.550 4.884  -0.519
28 C -0.658 2.144 3.594  0.262
29 P 0.613 1.784 2.307  1.644
30 C 2.121 1.913 3.325  0.145
31 C 2.421 0.785 4.086  -0.515
32 C 3.555 0.757 4.885  -0.685
33 C 4.411 1.848 4.918  -0.464
34 C 4.132 2.963 4.139  -0.681
35 C 2.993 2.995 3.346  -0.276
36 C 0.466 3.392 1.411  0.587
37 C 0.414 4.622 2.068  -0.291
38 C 0.276 5.805 1.358  -0.874
39 C 0.173 5.774 -0.028  -0.718
40 C 0.196 4.559 -0.694  -1.021
41 C 0.335 3.377 0.022  0.912
42 C -2.017 2.078 3.235  -1.009
43 O -2.279 1.595 1.978  0.006
44 C -3.573 1.522 1.519  -0.949
45 C -3.760 0.902 0.267  0.217
46 C -5.045 0.908 -0.257  -0.413
47 C -6.114 1.467 0.429  -1.725
48 C -5.908 1.999 1.683  -0.469
49 C -4.638 2.031 2.257  0.997
50 P -2.356 0.060 -0.598  1.818
51 C -2.449 -1.638 0.051  0.488
52 C -1.826 -2.685 -0.740  -0.364
53 C -1.751 -3.957 -0.074  -1.473
54 C -2.162 -4.143 1.225  -0.442
55 C -2.736 -3.116 1.975  -1.152
56 C -2.853 -1.876 1.357  -0.285
57 C -3.061 -0.110 -2.279  0.174
58 C -2.605 0.782 -3.247  -0.765
59 C -3.067 0.692 -4.556  -0.580
60 C -3.973 -0.295 -4.907  -0.558
61 C -4.415 -1.205 -3.952  -0.793
62 C -3.956 -1.115 -2.649  -0.063
63 H -5.257 2.127 5.649  0.382
64 H -5.041 0.706 4.616  0.358
65 H -6.398 1.806 4.339  0.395
66 H -4.811 4.464 4.705  0.383
67 H -5.976 4.141 3.413  0.380
68 H -4.329 4.651 3.012  0.400
69 H -3.430 3.245 6.063  0.317
70 H -1.075 3.235 6.785  0.385
71 H 0.687 2.595 5.192  0.484
72 H 1.772 -0.085 4.033  0.383
73 H 3.778 -0.131 5.465  0.373
74 H 5.307 1.820 5.528  0.323
75 H 4.811 3.807 4.131  0.364
76 H 2.804 3.851 2.712  0.455
77 H 0.475 4.651 3.151  0.526
78 H 0.242 6.752 1.886  0.354
79 H 0.067 6.696 -0.587  0.383
80 H 0.107 4.510 -1.773  0.593
81 H 0.325 2.458 -0.534  -0.587
82 H -5.224 0.461 -1.225  0.402
83 H -7.103 1.459 -0.012  0.387
84 H -6.748 2.403 2.237  0.301
85 H -2.150 -2.746 -1.775  0.587
86 H -1.319 -4.787 -0.625  0.368
87 H -2.047 -5.131 1.663  0.323
88 H -3.078 -3.269 2.991  0.362
89 H -3.287 -1.056 1.922  0.477
90 H -1.842 1.515 -3.002  0.295
91 H -2.676 1.377 -5.299  0.428
92 H -4.313 -0.376 -5.933  0.354
93 H -5.103 -1.996 -4.231  0.370
94 H -4.286 -1.827 -1.898  0.446
95 O 0.897 -1.647 1.990  -0.725
96 H 1.694 -1.698 1.448  0.292
97 H 0.166 -1.899 1.407  0.236
98 O 3.162 -1.686 -0.587  -0.968
99 O 4.156 -1.913 0.411  -0.434
100 C 5.008 -3.529 -1.614  -1.482
101 As 3.240 -2.784 -2.044  2.140
102 C 3.731 -2.385 -3.882  -1.363
103 C 2.175 -4.384 -1.733  -0.223
104 C 2.423 -5.427 -2.784  -0.007
105 C 1.753 -5.347 -4.007  -0.050
106 C 1.986 -6.298 -4.991  -0.861
107 C 2.882 -7.336 -4.773  -0.362
108 C 3.548 -7.424 -3.558  -0.632
109 C 3.318 -6.474 -2.572  -0.335
110 H 5.221 -4.263 -2.394  0.449
111 H 5.024 -3.995 -0.632  0.333
112 H 5.764 -2.746 -1.638  0.417
113 H 3.993 -3.339 -4.345  0.422
114 H 4.617 -1.751 -3.856  0.397
115 H 2.921 -1.892 -4.404  0.357
116 H 1.132 -4.084 -1.674  -0.301
117 H 2.498 -4.723 -0.748  0.578
118 H 1.047 -4.536 -4.158  0.642
119 H 1.458 -6.228 -5.934  0.415
120 H 3.055 -8.076 -5.546  0.374
121 H 4.243 -8.234 -3.376  0.356
122 H 3.835 -6.543 -1.621  0.391


Record 3
Computed, not measured: a cluster of 9 separate species, C37H77N4O15 in total in a non-equilibrium geometry, with wB97M-V/def2-TZVPD.

As for the HOMO-LUMO gap: 3.16 eV. The calculation puts the HOMO energy at -2.55 eV. As for the multiplicity: 1. The charge is -1. Its LUMO energy is 0.6 eV.

Each line ends with the Mulliken charge.
Cartesian coordinates (Å):
1 C -20.776 5.773 -6.508  -1.474
2 C -19.928 5.695 -5.207  0.060
3 C -20.088 7.088 -4.463  -0.638
4 N -19.951 6.790 -2.917  0.595
5 C -18.540 6.243 -2.693  -0.926
6 C -20.182 8.069 -2.080  0.158
7 C -20.423 7.519 -0.589  0.019
8 C -20.974 6.069 -0.758  -0.763
9 C -21.093 5.949 -2.287  -0.391
10 H -20.474 6.503 -7.259  0.405
11 H -21.832 5.971 -6.326  0.206
12 H -20.621 4.754 -6.863  0.386
13 H -18.892 5.403 -5.380  0.476
14 H -20.350 4.914 -4.574  0.107
15 H -21.116 7.447 -4.502  0.049
16 H -19.340 7.831 -4.744  0.511
17 H -18.407 5.163 -2.755  0.156
18 H -18.387 6.341 -1.618  0.237
19 H -17.837 6.883 -3.226  0.355
20 H -19.299 8.703 -2.167  0.850
21 H -21.126 8.574 -2.283  -0.917
22 H -19.559 7.512 0.075  -0.364
23 H -21.145 8.013 0.062  0.299
24 H -20.284 5.381 -0.268  0.312
25 H -21.969 6.055 -0.315  0.442
26 H -20.989 4.888 -2.516  0.246
27 H -22.092 6.245 -2.609  0.376
28 C -25.725 13.484 -2.588  -1.554
29 C -25.060 12.146 -3.008  0.225
30 C -25.709 11.010 -2.192  -0.793
31 N -25.164 9.609 -2.657  0.309
32 C -23.726 9.391 -2.155  -0.423
33 C -25.356 9.290 -4.180  -0.901
34 C -25.404 7.766 -4.371  -0.118
35 C -25.709 7.268 -2.927  -0.549
36 C -26.106 8.448 -2.071  -0.624
37 H -25.279 14.399 -2.977  0.403
38 H -25.700 13.520 -1.498  0.352
39 H -26.751 13.765 -2.823  0.392
40 H -24.027 12.310 -2.701  0.073
41 H -25.059 12.082 -4.096  0.348
42 H -26.783 11.064 -2.368  0.373
43 H -25.479 11.152 -1.136  0.472
44 H -23.379 8.395 -2.431  -0.033
45 H -23.909 9.404 -1.080  0.421
46 H -23.002 10.126 -2.506  -0.096
47 H -24.487 9.681 -4.709  0.478
48 H -26.227 9.709 -4.685  0.421
49 H -24.390 7.568 -4.720  -0.064
50 H -26.137 7.417 -5.098  0.344
51 H -24.801 6.797 -2.551  0.013
52 H -26.444 6.476 -3.079  0.528
53 H -25.772 8.409 -1.034  0.570
54 H -27.112 8.777 -2.329  0.480
55 C -20.009 10.753 1.660  -0.996
56 C -19.610 10.336 3.067  -0.183
57 C -18.413 9.219 2.938  -0.694
58 N -18.506 8.000 3.935  0.138
59 C -18.204 8.637 5.382  -0.969
60 C -17.523 6.819 3.686  -0.406
61 C -18.146 5.596 4.297  -0.755
62 C -19.604 5.833 4.390  -0.710
63 C -19.832 7.219 3.908  0.011
64 H -21.051 10.476 1.502  0.087
65 H -19.435 10.296 0.854  0.248
66 H -19.914 11.826 1.490  0.404
67 H -20.412 10.014 3.732  0.384
68 H -19.343 11.315 3.465  0.321
69 H -17.439 9.691 3.073  0.489
70 H -18.494 8.731 1.967  0.261
71 H -18.060 7.841 6.112  0.421
72 H -19.038 9.253 5.719  0.324
73 H -17.228 9.118 5.445  0.331
74 H -16.450 6.901 3.857  0.402
75 H -17.524 6.672 2.606  0.001
76 H -17.641 5.283 5.211  0.370
77 H -17.924 4.756 3.639  0.402
78 H -19.886 5.709 5.435  0.327
79 H -20.248 5.080 3.938  0.448
80 H -20.632 7.780 4.390  0.391
81 H -20.004 7.248 2.832  -0.154
82 C -18.811 6.407 -15.464  -1.271
83 C -18.974 5.361 -14.256  -0.378
84 C -19.253 6.122 -12.878  -0.665
85 N -19.392 5.148 -11.718  0.508
86 C -18.036 4.819 -11.102  -1.019
87 C -20.190 5.843 -10.620  -0.988
88 C -20.930 4.844 -9.870  -0.136
89 C -21.141 3.719 -10.831  -0.821
90 C -20.210 3.859 -12.107  -0.618
91 H -17.959 7.084 -15.401  0.351
92 H -19.737 6.980 -15.426  0.328
93 H -18.583 5.973 -16.438  0.368
94 H -18.169 4.655 -14.049  0.417
95 H -19.812 4.723 -14.538  0.317
96 H -20.176 6.683 -13.030  0.393
97 H -18.354 6.696 -12.655  0.299
98 H -18.256 4.406 -10.117  0.384
99 H -17.417 5.685 -10.868  0.512
100 H -17.418 4.216 -11.767  0.271
101 H -19.601 6.510 -9.991  0.457
102 H -20.883 6.550 -11.076  0.323
103 H -20.263 4.442 -9.108  0.084
104 H -21.877 5.129 -9.411  0.554
105 H -20.938 2.704 -10.488  0.313
106 H -22.163 3.891 -11.168  0.349
107 H -19.726 2.963 -12.495  0.423
108 H -20.955 4.173 -12.838  0.265
109 O -16.943 4.412 0.686  -0.445
110 C -16.142 5.353 0.231  0.622
111 O -15.829 5.667 -0.900  -0.683
112 O -15.514 6.116 1.014  -0.786
113 H -17.435 4.055 -0.058  0.583
114 O -17.314 6.920 -8.058  -0.367
115 C -16.571 7.813 -7.458  0.642
116 O -15.995 8.732 -8.090  -0.796
117 O -16.447 7.581 -6.245  -0.711
118 H -17.568 6.613 -7.185  0.258
119 O -18.823 1.775 -3.104  -0.513
120 C -19.295 2.495 -2.116  0.737
121 O -20.552 2.443 -2.017  -0.837
122 O -18.638 3.183 -1.316  -0.741
123 H -19.673 1.443 -3.403  0.300
124 O -23.573 8.861 3.011  -0.531
125 C -23.555 7.796 2.241  0.769
126 O -22.886 6.781 2.343  -0.698
127 O -24.256 7.929 1.271  -0.756
128 H -24.152 9.374 2.443  0.275
129 O -21.735 11.945 -3.208  -0.468
130 C -21.224 11.447 -4.293  0.616
131 O -20.594 12.278 -4.980  -0.826
132 O -21.463 10.255 -4.583  -0.636
133 H -21.482 12.847 -3.418  0.263


| no. | E (eV) |
| --- | --- |
| 1 | -7479.5674 |
| 2 | -172288.7072 |
| 3 | -76282.7877 |